# 1
Computed, not measured: a structure of composition C24H25N4O2PRuS, with wB97M-V/def2-TZVPD.

```
58
Properties=species:S:1:pos:R:3:forces:R:3
Ru -0.424 -0.569 -0.716 -0.4 1.8 -1.8
C 4.083 -2.671 2.124 0.0 0.0 0.1
C 2.740 -2.880 2.806 -0.1 0.0 0.0
N 1.728 -3.410 1.895 0.1 0.1 0.1
C 1.039 -2.701 1.007 -0.6 -0.6 -0.8
S 1.115 -0.949 1.022 0.9 -0.7 0.7
N 0.299 -3.420 0.136 1.4 0.3 0.9
N -0.381 -2.672 -0.719 -2.1 -2.0 -0.5
C -1.236 -3.311 -1.530 1.6 0.9 1.1
C -1.115 -4.769 -1.759 -0.4 -0.3 -0.1
C -2.285 -2.465 -2.094 -0.3 0.1 -0.8
C -3.265 -2.963 -2.956 0.3 -0.1 0.2
C -4.248 -2.119 -3.439 0.0 -0.1 0.0
C -4.249 -0.793 -3.049 0.0 0.0 -0.1
C -3.246 -0.361 -2.206 0.1 0.3 0.0
N -2.286 -1.158 -1.751 -0.7 -1.0 0.2
H 4.793 -2.250 2.836 0.0 0.0 0.0
H 3.992 -1.979 1.286 0.0 0.0 0.0
H 4.488 -3.614 1.756 0.0 0.0 0.0
H 2.360 -1.948 3.221 0.0 0.0 0.0
H 2.820 -3.592 3.627 0.0 0.0 0.0
H 1.681 -4.411 1.760 0.0 0.0 0.0
H -0.206 -5.153 -1.307 0.0 0.1 0.0
H -1.097 -4.994 -2.827 -0.1 0.1 0.0
H -1.962 -5.306 -1.325 0.0 0.0 0.0
H -3.243 -4.006 -3.237 0.0 0.0 0.0
H -5.008 -2.494 -4.111 0.0 0.0 0.0
H -4.997 -0.094 -3.392 0.0 0.0 0.0
H -3.207 0.672 -1.886 0.0 0.0 0.0
O -1.352 2.114 -3.790 0.1 0.1 0.1
C -0.916 1.808 -2.713 -0.1 -0.2 0.0
O -0.330 0.636 -2.466 0.2 0.2 0.2
C -1.070 2.716 -1.472 0.3 -0.2 -0.3
P -0.263 1.805 -0.126 0.1 1.0 1.2
C -0.879 2.401 1.464 -0.1 0.4 -0.2
C -0.926 3.772 1.740 -0.2 0.0 0.0
C -1.401 4.225 2.960 0.0 0.0 0.0
C -1.847 3.316 3.911 0.0 0.0 0.0
C -1.842 1.959 3.630 0.0 0.0 0.0
C -1.366 1.503 2.408 0.0 -0.1 0.0
C 1.507 2.237 -0.221 0.0 -0.1 0.0
C 2.323 1.608 -1.167 -0.1 0.1 -0.1
C 3.673 1.909 -1.240 0.0 0.0 0.0
C 4.232 2.834 -0.372 0.0 0.0 0.0
C 3.434 3.455 0.577 0.0 0.0 0.0
C 2.081 3.159 0.654 0.0 -0.1 0.1
H -2.130 2.890 -1.283 0.0 0.0 0.1
H -0.582 3.677 -1.635 -0.1 0.0 -0.1
H -0.615 4.495 0.995 0.1 0.0 0.0
H -1.433 5.287 3.164 0.0 0.0 0.0
H -2.211 3.669 4.867 0.0 0.0 0.0
H -2.214 1.251 4.359 0.0 0.0 0.0
H -1.383 0.440 2.194 0.1 0.0 0.0
H 1.903 0.909 -1.876 0.0 0.0 0.0
H 4.286 1.424 -1.989 0.0 0.0 0.0
H 5.286 3.070 -0.432 0.0 0.0 0.0
H 3.861 4.173 1.264 0.0 0.0 0.0
H 1.492 3.637 1.423 0.0 0.0 0.0
```
Forces are in eV/Å.

Computed properties:
LUMO energy (spin up / spin down)	-3.72 / -5.29	eV
expectation value of S²	8.7938
charge	+1
HOMO energy (spin up / spin down)	-9.7 / -11.0	eV
2S+1	6
relative energy (zero: lowest compared OMol25 entry of this formula, charge and spin)	0.0	kJ/mol
energy	-2133.205422	hartree


# 2
Computed, not measured: a structure of composition C25H32As2ClO12PPtS2, with wB97M-V/def2-TZVPD.

```
76
Properties=species:S:1:pos:R:3:forces:R:3
Pt 1.125 -0.403 1.632 0.5 -0.7 -0.2
C 3.909 3.783 5.250 -0.1 -0.1 -0.1
C 2.874 3.919 4.150 0.1 0.1 0.0
O 1.994 2.799 4.220 0.1 -0.1 0.1
P 1.585 1.911 2.947 0.0 0.7 0.7
S 0.298 0.627 3.765 0.5 0.1 -0.8
S 3.185 1.107 2.012 -0.7 -0.3 0.1
O 1.011 3.073 2.009 0.0 -0.2 0.2
C 1.068 3.044 0.576 -0.1 0.1 -0.2
C 0.474 4.340 0.070 0.0 -0.1 0.1
H 4.543 4.669 5.292 0.0 0.0 0.0
H 4.527 2.903 5.070 0.0 0.0 0.0
H 3.405 3.657 6.208 0.0 0.0 0.0
H 3.350 3.968 3.167 0.0 0.0 0.0
H 2.272 4.819 4.289 0.0 0.0 -0.1
H 0.507 2.188 0.203 0.0 0.0 0.0
H 2.111 2.943 0.267 0.0 0.0 0.1
H -0.593 4.367 0.280 0.0 0.0 0.0
H 0.629 4.420 -1.007 0.0 0.0 0.0
H 0.954 5.189 0.560 0.0 0.0 0.0
Cl 5.772 -6.272 1.071 0.1 -0.1 0.0
C 4.610 -4.998 0.803 0.0 -0.1 0.1
C 4.529 -4.403 -0.468 -0.1 0.2 0.0
C 3.637 -3.394 -0.701 0.0 -0.1 -0.1
C 2.742 -2.930 0.314 -0.2 0.1 0.2
O 1.906 -1.997 0.066 0.3 0.2 -0.1
C 2.826 -3.588 1.585 0.1 0.3 -0.3
C 1.935 -3.257 2.647 0.0 -0.2 0.1
O 0.994 -2.462 2.635 -0.2 0.1 0.3
C 3.782 -4.600 1.809 -0.1 0.0 0.0
H 5.178 -4.752 -1.261 0.0 0.0 0.0
H 3.554 -2.945 -1.680 0.0 0.1 0.0
H 2.116 -3.812 3.586 -0.1 0.0 0.0
H 3.834 -5.068 2.785 0.0 0.0 0.0
C 2.635 0.865 -2.089 0.1 -0.1 0.0
O 1.325 0.384 -1.801 0.0 -0.1 0.2
C 0.994 -0.845 -2.259 -0.1 0.2 -0.5
O 1.665 -1.479 -3.030 0.0 -0.1 0.3
C -0.381 -1.162 -1.776 0.1 0.0 0.2
C -1.352 -1.559 -2.598 0.3 0.1 0.1
As -3.262 -1.773 -2.207 -0.3 0.1 0.0
C -3.756 -0.601 -3.728 0.1 -0.1 -0.1
C -3.474 -0.419 -0.811 0.1 0.0 0.1
C -2.435 0.194 -0.088 0.1 -0.1 0.2
As -0.763 -0.785 0.108 -1.0 -0.1 -0.1
C -1.459 -2.516 0.687 0.2 -0.1 -0.1
C -2.435 1.405 0.679 0.6 0.2 0.0
O -1.533 1.716 1.456 -0.2 0.0 0.0
O -3.439 2.282 0.445 -0.4 -0.2 -0.2
C -3.503 3.380 1.337 0.0 0.1 0.1
C -4.891 -0.362 -0.597 -0.1 -0.3 -0.2
O -5.685 -0.941 -1.349 0.0 0.2 0.0
O -5.349 0.263 0.509 0.2 0.2 0.3
C -6.755 0.233 0.678 -0.1 0.0 0.0
C -1.114 -1.953 -4.014 -0.2 -0.3 -0.3
O -1.563 -2.983 -4.463 0.2 0.1 0.0
O -0.460 -1.058 -4.754 0.1 0.3 0.1
C -0.141 -1.465 -6.083 -0.1 -0.1 0.0
H 3.088 1.174 -1.149 0.0 0.0 0.0
H 2.556 1.715 -2.766 0.0 0.0 0.0
H 3.229 0.080 -2.552 0.0 0.0 0.0
H -3.593 -1.123 -4.672 0.0 0.0 0.0
H -3.155 0.307 -3.699 0.0 0.0 0.0
H -4.809 -0.350 -3.631 0.0 -0.1 0.1
H -2.373 -2.761 0.150 0.0 0.0 0.0
H -1.661 -2.458 1.756 0.0 0.1 0.0
H -0.700 -3.277 0.509 0.0 0.0 0.0
H -4.510 3.786 1.246 0.0 0.0 0.0
H -2.776 4.151 1.073 0.0 0.0 0.0
H -3.307 3.068 2.362 0.0 0.0 0.0
H -6.951 0.717 1.633 0.0 0.0 0.0
H -7.130 -0.792 0.692 0.0 0.0 0.0
H -7.258 0.773 -0.126 0.0 0.0 0.0
H 0.631 -0.782 -6.426 0.0 0.0 0.0
H -1.023 -1.402 -6.720 0.0 0.0 0.0
H 0.226 -2.490 -6.087 0.0 0.0 0.0
```
Forces are in eV/Å.

Computed properties:
LUMO energy (spin up / spin down)	2.32 / 0.97	eV
expectation value of S²	3.7659
charge	-1
HOMO energy (spin up / spin down)	-3.5 / -5.5	eV
2S+1	4
relative energy (zero: lowest compared OMol25 entry of this formula, charge and spin)	109.0	kJ/mol
energy	-8063.604078	hartree


Q: Which value of relative energy (zero: lowest compared OMol25 entry of this formula, charge and spin) does entry 1 give?
A: 0.0 kJ/mol